# 1
{"formula": "C12H21BF2N2O7", "method": "ωB97M-V/def2-TZVPD", "symbols": ["C", "C", "O", "C", "O", "C", "C", "C", "C", "C", "N", "C", "C", "O", "N", "H", "H", "H", "H", "H", "H", "H", "H", "H", "H", "H", "H", "H", "H", "H", "H", "H", "H", "H", "H", "H", "B", "O", "C", "O", "C", "O", "O", "F", "F"], "xyz": [[0.9524, -0.8243, 0.3797], [1.6419, -0.3085, -0.8759], [2.3749, 0.9031, -0.5606], [1.7587, 2.0416, -0.9196], [1.2458, 2.2126, -1.9990], [1.6662, 3.0509, 0.2098], [0.3484, 3.8479, 0.1557], [-0.8023, 3.0689, 0.8077], [-1.2153, 1.8366, -0.0173], [-1.8886, 2.2191, -1.3306], [-2.6378, 1.1378, -1.9949], [-2.7832, -0.0922, -1.2414], [-3.1447, 0.1274, 0.2110], [-3.1071, -1.0381, 0.9978], [-2.0926, 0.9677, 0.8742], [0.2536, -1.6229, 0.1109], [1.6801, -1.2329, 1.0844], [0.4182, -0.0121, 0.8887], [2.3475, -1.0480, -1.2568], [0.9324, -0.0871, -1.6785], [2.5299, 3.7245, 0.1764], [1.7498, 2.5032, 1.1548], [0.1027, 4.0997, -0.8798], [0.4785, 4.7981, 0.6830], [-1.6881, 3.7114, 0.9181], [-0.4964, 2.7558, 1.8141], [-0.3156, 1.2510, -0.2006], [-2.5194, 3.1053, -1.1762], [-1.0709, 2.5266, -1.9912], [-3.5461, 1.4795, -2.2791], [-1.8796, -0.7158, -1.3006], [-3.5938, -0.6776, -1.6898], [-4.1136, 0.6291, 0.3255], [-3.6434, -1.7344, 0.5957], [-2.5207, 1.5721, 1.5763], [-1.4959, 0.3043, 1.3825], [3.0917, -5.0974, 1.9224], [1.7588, -4.5492, 1.4723], [1.6917, -4.5536, 0.1667], [0.7652, -4.1479, -0.4922], [3.0138, -5.1246, -0.3915], [3.2762, -5.2393, -1.5577], [3.7811, -5.4238, 0.6291], [2.9096, -6.2302, 2.6870], [3.7861, -4.1141, 2.6094]], "e_tot_ev": -36212.9382, "charge": 0, "lumo_ev": -1.187, "fmax_ev_per_a": 0.8}

---

# 2
{"formula": "C36H26BF4N4O4S3Ti", "method": "ωB97M-V/def2-TZVPD", "symbols": ["Ti", "O", "C", "C", "C", "C", "C", "C", "C", "N", "C", "C", "N", "C", "C", "C", "C", "C", "C", "C", "O", "H", "H", "H", "H", "H", "H", "H", "H", "H", "H", "H", "H", "H", "H", "S", "C", "C", "C", "C", "C", "C", "N", "C", "C", "C", "C", "C", "C", "C", "H", "H", "H", "H", "H", "H", "H", "H", "O", "S", "O", "N", "C", "S", "C", "C", "C", "C", "C", "C", "H", "H", "H", "H", "F", "B", "F", "F", "F"], "xyz": [[-0.3956, -0.0994, -1.0582], [0.7203, 1.1225, -0.2834], [0.4630, 1.7890, 0.8640], [1.3776, 1.7447, 1.9051], [1.0742, 2.3804, 3.0958], [-0.1188, 3.0846, 3.2486], [-1.0034, 3.1611, 2.1919], [-0.7357, 2.5069, 0.9860], [-1.6764, 2.6502, -0.1142], [-1.7210, 1.9449, -1.1800], [-2.5859, 2.4680, -2.2376], [-1.7681, 3.3421, -3.1956], [-0.7397, 2.5046, -3.7524], [0.4624, 2.7180, -3.4334], [1.4959, 1.7100, -3.7386], [2.7338, 2.0578, -4.2649], [3.6799, 1.0870, -4.5576], [3.3849, -0.2476, -4.3113], [2.1702, -0.6162, -3.7538], [1.2352, 0.3641, -3.4433], [0.0896, 0.0424, -2.8074], [2.3023, 1.1978, 1.7822], [1.7823, 2.3132, 3.9124], [-0.3514, 3.5659, 4.1889], [-1.9321, 3.7118, 2.2896], [-2.3746, 3.4892, -0.0066], [-3.4022, 3.0560, -1.8030], [-3.0080, 1.6385, -2.8048], [-1.3717, 4.2125, -2.6497], [-2.4244, 3.6925, -3.9963], [0.7689, 3.6111, -2.8692], [2.9446, 3.1025, -4.4638], [4.6401, 1.3690, -4.9684], [4.1174, -1.0144, -4.5306], [1.9428, -1.6518, -3.5399], [-2.1236, -4.2150, -2.1307], [-3.5162, -3.1851, -2.1950], [-4.8403, -3.5240, -2.4543], [-5.7901, -2.5248, -2.3811], [-5.4290, -1.2159, -2.0408], [-4.1159, -0.8788, -1.7909], [-3.1476, -1.8746, -1.8861], [-1.7875, -1.7130, -1.6669], [-1.1459, -2.8510, -1.7236], [0.2797, -2.9350, -1.4073], [1.0063, -4.1179, -1.5300], [2.3465, -4.1155, -1.1835], [2.9411, -2.9478, -0.7114], [2.2062, -1.7786, -0.5839], [0.8565, -1.7648, -0.9118], [-5.1177, -4.5421, -2.6929], [-6.8288, -2.7619, -2.5700], [-6.1971, -0.4598, -1.9465], [-3.8441, 0.1164, -1.4707], [0.5375, -5.0299, -1.8835], [2.9255, -5.0268, -1.2593], [3.9806, -2.9567, -0.4090], [2.6766, -0.8943, -0.1723], [5.2238, -1.2433, 4.1026], [4.1222, -0.4451, 3.6257], [4.4641, 0.8333, 3.0359], [3.1351, -1.2807, 2.6556], [1.9046, -1.3912, 3.1491], [0.5943, -2.1242, 2.4401], [1.7526, -0.7083, 4.4887], [0.6034, -0.5495, 5.2467], [0.7004, 0.1488, 6.4422], [1.9191, 0.6763, 6.8714], [3.0660, 0.5303, 6.1018], [2.9438, -0.1623, 4.9121], [-0.3313, -0.9551, 4.8803], [-0.1842, 0.2924, 7.0505], [1.9677, 1.2099, 7.8130], [4.0147, 0.9455, 6.4159], [-1.5568, -0.1867, 0.5793], [-2.7825, -0.5553, 1.4914], [-3.0513, -1.8633, 1.1990], [-3.7607, 0.3173, 1.0356], [-2.3939, -0.3007, 2.7641]], "e_tot_ev": -119083.7955, "charge": -1, "lumo_ev": 1.719, "fmax_ev_per_a": 0.6, "e_above_lowest_ev": 0.776}

---

# 3
{"formula": "C3HN2O3", "method": "ωB97M-V/def2-TZVPD", "symbols": ["C", "C", "C", "N", "N", "O", "O", "O", "H"], "xyz": [[-0.4375, 2.9961, 0.4444], [0.0225, 0.8429, -2.0735], [0.7254, 0.7919, 1.0183], [0.2784, 2.2602, 1.0780], [-0.8618, 0.6286, -1.3273], [-0.9955, 3.9154, -0.0425], [-0.0712, 0.0096, 1.4938], [1.7257, 0.6712, 0.3560], [-1.4336, 0.7512, -0.4855]], "e_tot_ev": -12250.6871, "charge": -1, "lumo_ev": 3.895, "fmax_ev_per_a": 2.6, "e_above_lowest_ev": 1.342}

---

# 4
{"formula": "C3H7PS2", "method": "ωB97M-V/def2-TZVPD", "symbols": ["C", "C", "C", "P", "S", "S", "H", "H", "H", "H", "H", "H", "H"], "xyz": [[-0.8790, 0.2819, -0.5376], [1.3052, 1.6705, 0.3904], [-1.8567, -0.6436, -0.3403], [0.8220, -0.0155, -0.1547], [1.9444, -1.5119, 0.7459], [-1.6385, -2.5012, -0.2731], [0.8088, 1.6734, 1.2743], [1.0214, 2.4237, -0.2080], [2.3897, 1.7728, 0.5358], [-2.7199, -0.2923, -1.0608], [-1.9422, -0.3793, 0.8054], [1.2402, -0.1725, -1.5115], [-0.4953, -2.3061, 0.3341]], "e_tot_ev": -34179.1221, "charge": 0, "lumo_ev": -1.641, "fmax_ev_per_a": 4.3, "e_above_lowest_ev": 3.825}

---

# 5
{"formula": "C16H34ClN2O3P", "method": "ωB97M-V/def2-TZVPD", "symbols": ["C", "C", "N", "P", "C", "C", "C", "Cl", "N", "C", "C", "C", "O", "H", "H", "H", "H", "H", "H", "H", "H", "H", "H", "H", "H", "H", "H", "H", "H", "H", "H", "C", "C", "C", "O", "C", "H", "H", "H", "H", "H", "H", "H", "H", "C", "C", "C", "O", "C", "H", "H", "H", "H", "H", "H", "H", "H"], "xyz": [[-4.4018, -3.1153, -2.8711], [-4.2083, -3.4329, -1.3824], [-3.3790, -2.4349, -0.6784], [-1.8423, -2.1517, -1.3654], [-1.3692, -0.5871, -0.5051], [-1.1011, -0.6463, 0.9941], [-2.3641, -0.7651, 1.8439], [-0.2755, 0.9102, 1.4586], [-0.7243, -3.2872, -0.5807], [-1.1970, -3.9838, 0.6303], [-0.0006, -4.0580, -1.5057], [0.5159, -5.4122, -1.0685], [0.2875, -3.6152, -2.6168], [-5.4654, -3.1233, -3.0969], [-3.9351, -3.8781, -3.4838], [-4.0190, -2.1348, -3.1209], [-3.8179, -4.4418, -1.2392], [-5.1857, -3.4034, -0.9048], [-3.3909, -2.5937, 0.3189], [-0.5200, -0.1701, -1.0385], [-2.2159, 0.0801, -0.6682], [-0.3841, -1.4329, 1.2020], [-2.2586, -0.2067, 2.7669], [-3.2136, -0.3531, 1.3056], [-2.5923, -1.7974, 2.0950], [-1.7732, -3.3133, 1.2484], [-1.7634, -4.8824, 0.4031], [-0.3402, -4.2889, 1.2306], [0.9237, -5.8881, -1.9523], [1.3157, -5.3154, -0.3393], [-0.2665, -6.0458, -0.6637], [0.4365, 5.4881, -2.0231], [1.0265, 4.6150, -0.9181], [0.3017, 3.2969, -1.1512], [0.0467, 3.2199, -2.5572], [0.2977, 4.4884, -3.1638], [1.0577, 6.3429, -2.2862], [-0.5466, 5.8593, -1.7244], [2.1005, 4.4887, -1.0706], [0.8722, 5.0085, 0.0851], [-0.6555, 3.2683, -0.6202], [0.8881, 2.4307, -0.8463], [1.2229, 4.4225, -3.7472], [-0.5220, 4.7263, -3.8428], [3.9357, 1.1129, 2.6858], [4.4702, 1.9604, 3.8377], [4.6889, 3.3042, 3.1547], [3.7009, 3.3977, 2.1275], [3.0799, 2.1225, 1.9351], [3.3690, 0.2403, 3.0070], [4.7606, 0.7722, 2.0559], [3.7123, 2.0525, 4.6188], [5.3787, 1.5653, 4.2896], [5.6818, 3.3582, 2.6944], [4.5770, 4.1503, 3.8335], [2.0675, 2.1620, 2.3439], [3.0133, 1.9147, 0.8664]], "e_tot_ev": -48077.1495, "smiles": "CCNP(C[C@H](C)Cl)N(C)C(C)=O.C1CCOC1.C1CCOC1", "charge": 0, "lumo_ev": 0.501, "fmax_ev_per_a": 1.5}

---

# 6
{"formula": "C26H23CrIN7O2S3", "method": "ωB97M-V/def2-TZVPD", "symbols": ["Cr", "C", "C", "N", "C", "C", "C", "O", "C", "C", "N", "C", "C", "C", "C", "C", "C", "I", "C", "O", "H", "H", "H", "H", "H", "H", "H", "H", "H", "H", "H", "H", "S", "C", "S", "S", "C", "C", "N", "C", "C", "N", "C", "N", "N", "N", "C", "C", "C", "C", "C", "C", "H", "H", "H", "H", "H", "H", "H", "H", "H", "H", "H"], "xyz": [[0.7877, 0.7246, 1.2104], [-2.9439, -1.2308, 3.0294], [-3.1695, -0.0688, 2.1201], [-4.3612, 0.4494, 2.0301], [-4.5597, 1.5187, 1.2326], [-3.5875, 2.0745, 0.4458], [-3.9135, 3.2597, -0.4259], [-3.0043, 4.3375, -0.2778], [-2.2773, 1.5181, 0.4981], [-1.2933, 1.9595, -0.4435], [-0.0484, 1.5875, -0.4962], [0.6886, 2.0159, -1.6237], [0.0862, 2.1038, -2.8789], [0.7981, 2.5272, -3.9862], [2.1380, 2.8567, -3.8702], [2.7678, 2.7330, -2.6419], [2.0491, 2.3089, -1.5358], [3.0695, 1.9890, 0.2610], [-2.0423, 0.4573, 1.3958], [-0.8908, -0.0784, 1.6101], [-3.8910, -1.5390, 3.4615], [-2.2487, -0.9579, 3.8226], [-2.4959, -2.0619, 2.4870], [-5.5619, 1.9266, 1.2401], [-4.9401, 3.5809, -0.2134], [-3.8741, 2.9946, -1.4877], [-2.9386, 4.5520, 0.6597], [-1.6405, 2.6666, -1.1915], [-0.9467, 1.8077, -2.9891], [0.3042, 2.5865, -4.9441], [2.6999, 3.1836, -4.7320], [3.8191, 2.9541, -2.5454], [1.4288, 2.5211, 5.2961], [1.1935, 1.8659, 3.8215], [1.8433, 0.3288, 3.2938], [0.3067, 2.6185, 2.5236], [2.7023, -1.0660, -1.5916], [2.2997, -1.6959, -0.3097], [1.3637, -1.2638, 0.5127], [1.2186, -2.2218, 1.4867], [2.1116, -3.2163, 1.2755], [2.8087, -2.8699, 0.1385], [4.0483, -3.4923, -0.2850], [5.0573, -2.4833, -0.4462], [5.7218, -2.3317, -1.6106], [6.4466, -1.2910, -1.5669], [6.2591, -0.6759, -0.3504], [6.7751, 0.5198, 0.1616], [6.3268, 0.9095, 1.3998], [5.3842, 0.1452, 2.1234], [4.8779, -1.0393, 1.6412], [5.3523, -1.4396, 0.3876], [1.9271, -0.3693, -1.8988], [2.8131, -1.8235, -2.3672], [3.6448, -0.5253, -1.5128], [0.5050, -2.0960, 2.2783], [2.3397, -4.1049, 1.8306], [3.9641, -4.0384, -1.2281], [4.3286, -4.1833, 0.5160], [7.4823, 1.1069, -0.4048], [6.6889, 1.8298, 1.8329], [5.0347, 0.5105, 3.0786], [4.1356, -1.5973, 2.1910]], "e_tot_ev": -110890.8250, "spin_multiplicity": 4, "charge": 0, "lumo_ev": [-0.792, -0.894], "fmax_ev_per_a": 0.7, "e_above_lowest_ev": 0.000}